1.
{
  "formula": "C4H4N2O",
  "method": "ωB97M-V with the def2-TZVPD basis set",
  "species": ["O", "C", "C", "C", "N", "C", "N", "H", "H", "H", "H"],
  "xyz": [[2.448, -1.133, 0.115], [1.319, -0.709, -0.004], [1.023, 0.724, -0.191], [-0.246, 1.144, -0.196], [-1.274, 0.246, 0.042], [-0.969, -1.099, 0.092], [0.207, -1.595, 0.000], [1.846, 1.420, -0.293], [-0.560, 2.162, -0.407], [-1.958, 0.602, 0.690], [-1.835, -1.763, 0.152]],
  "lowdin_charge": [0.061, -0.478, 0.009, -0.101, 0.032, -0.173, 0.146, 0.113, 0.123, 0.141, 0.127],
  "gap_ev": 9.96,
  "de_lowest_ev": 0.468,
  "homo_energy_ev": -9.510,
  "e_lumo_ev": 0.4
}

---

2.
{
  "formula": "C4H4N3",
  "method": "ωB97M-V with the def2-TZVPD basis set",
  "species": ["C", "C", "N", "C", "N", "C", "N", "H", "H", "H", "H"],
  "xyz": [[-0.611, -0.443, 0.763], [0.211, 0.070, -0.245], [0.834, 0.464, -1.175], [1.788, 1.312, -1.732], [1.998, 2.429, -1.222], [1.403, 2.684, -0.057], [0.968, 2.894, 1.002], [-1.551, 0.152, 0.785], [0.135, -0.594, 1.568], [-1.170, -1.242, 0.441], [2.368, 1.033, -2.691]],
  "lowdin_charge": [0.055, 0.074, 0.264, -0.108, 0.166, -0.282, 0.224, 0.163, 0.157, 0.097, 0.190],
  "gap_ev": 9.61,
  "de_lowest_ev": 1.814,
  "homo_energy_ev": -15.946,
  "e_lumo_ev": -6.3,
  "charge": 1
}

---

3.
{
  "formula": "C9H14OS",
  "method": "ωB97M-V with the def2-TZVPD basis set",
  "species": ["C", "C", "C", "C", "C", "O", "C", "C", "H", "H", "H", "H", "H", "H", "H", "H", "C", "S", "C", "H", "H", "H", "H", "H", "H"],
  "xyz": [[0.371, 1.175, -2.662], [-0.714, 0.685, -1.732], [-1.895, 0.125, -2.235], [-2.747, -0.549, -1.394], [-2.496, -0.607, -0.021], [-3.337, -1.412, 0.694], [-1.401, 0.035, 0.501], [-0.521, 0.705, -0.366], [0.892, 0.299, -3.061], [1.155, 1.656, -2.085], [0.045, 1.806, -3.488], [-2.106, 0.265, -3.296], [-3.623, -1.068, -1.754], [-3.069, -1.577, 1.603], [-1.176, 0.111, 1.555], [0.406, 1.101, 0.041], [1.845, 0.609, 2.597], [2.517, -0.675, 1.505], [3.805, 0.273, 0.696], [0.785, 0.405, 2.750], [2.385, 0.555, 3.540], [1.984, 1.599, 2.190], [3.391, 1.221, 0.323], [4.143, -0.229, -0.205], [4.569, 0.567, 1.395]],
  "lowdin_charge": [-0.053, -0.288, -0.042, -0.017, -0.328, 0.043, -0.020, -0.053, 0.082, 0.063, 0.077, 0.117, 0.116, 0.106, 0.096, 0.088, -0.419, 0.723, -0.447, 0.012, 0.027, 0.030, 0.029, 0.032, 0.026],
  "gap_ev": 9.03,
  "de_lowest_ev": 0.256,
  "homo_energy_ev": -8.281,
  "e_lumo_ev": 0.7
}

---

4.
{
  "formula": "CH18N2O8",
  "method": "ωB97M-V with the def2-TZVPD basis set",
  "species": ["N", "C", "N", "O", "H", "H", "H", "H", "O", "H", "H", "O", "H", "H", "O", "H", "H", "O", "H", "H", "O", "H", "H", "O", "H", "H", "O", "H", "H"],
  "xyz": [[1.817, 2.199, 1.065], [1.313, 3.424, 1.229], [2.064, 4.170, 0.653], [0.286, 3.659, 1.830], [2.677, 1.970, 0.588], [1.364, 1.424, 1.528], [2.863, 3.791, 0.166], [1.970, 5.170, 0.757], [-2.307, -1.281, -2.810], [-2.134, -0.619, -2.141], [-3.204, -1.106, -3.094], [-1.077, -3.701, -2.760], [-1.777, -3.997, -3.342], [-1.211, -2.757, -2.685], [-1.687, -3.088, 0.102], [-1.731, -3.694, -0.638], [-2.187, -3.519, 0.795], [-0.130, -0.573, -0.168], [0.241, -0.537, 0.713], [-0.790, -1.265, -0.122], [-2.238, 1.045, -1.083], [-1.927, 1.938, -0.935], [-1.549, 0.488, -0.721], [2.546, -2.302, 0.676], [2.809, -1.539, 0.162], [3.189, -2.975, 0.453], [0.077, 0.943, 3.074], [-0.056, 1.888, 3.007], [0.790, 0.844, 3.705]],
  "lowdin_charge": [0.152, -0.821, 0.186, 0.047, 0.107, 0.065, 0.134, 0.147, -0.035, 0.001, 0.060, -0.063, 0.036, -0.017, -0.037, 0.016, 0.046, -0.044, 0.030, 0.006, -0.053, 0.046, -0.021, -0.050, 0.022, 0.032, -0.048, 0.011, 0.046],
  "gap_ev": 10.55,
  "de_lowest_ev": 2.111,
  "homo_energy_ev": -10.207,
  "e_lumo_ev": 0.3
}

---

> Number 3 is which compound?

C9H14OS